(1)
A molecular structure, C34H49IN7O8P2Re. Source: OMol25; level of theory: ωB97M-V/def2-TZVPD.

```
102
Properties=species:S:1:pos:R:3:lowdin_charge:R:1
Re 0.64 1.41 -0.08 1.34
N 1.62 -0.28 -4.12 0.17
C 1.39 -0.16 -2.83 -0.11
N 1.12 0.98 -2.23 -0.01
C 1.10 2.15 -3.01 -0.25
N 0.90 3.30 -2.47 0.13
N 0.74 3.21 -1.11 -0.19
C 0.59 4.29 -0.45 -0.05
C 0.35 4.14 0.98 -0.29
C 0.28 5.19 1.85 0.04
C 0.08 4.93 3.21 0.02
C -0.07 3.62 3.62 0.02
C -0.01 2.60 2.69 -0.07
N 0.20 2.85 1.39 -0.11
C 1.31 2.06 -4.44 -0.08
C 1.27 3.18 -5.28 0.01
C 1.49 3.03 -6.63 -0.02
C 1.76 1.76 -7.17 -0.01
C 1.81 0.65 -6.35 0.02
C 1.58 0.81 -4.99 -0.16
H 1.85 -1.20 -4.49 0.18
H 1.44 -1.04 -2.21 0.10
H 0.61 5.25 -0.95 0.16
H 0.40 6.20 1.48 0.14
H 0.05 5.74 3.92 0.14
H -0.22 3.38 4.67 0.13
H -0.13 1.56 2.98 0.09
H 1.08 4.15 -4.85 0.12
H 1.47 3.89 -7.28 0.13
H 1.93 1.65 -8.23 0.13
H 2.02 -0.33 -6.77 0.13
C -0.05 -2.27 5.21 -0.03
C -0.53 -0.85 5.00 -0.36
C -2.00 -0.65 5.28 -0.03
O -0.21 -0.37 3.62 -0.20
P -0.42 -1.06 2.24 0.50
O -0.40 0.02 1.19 -0.40
C 0.90 -2.25 1.98 -0.18
P 1.61 -2.32 0.33 0.45
O 1.62 -0.96 -0.30 -0.44
O 2.95 -3.08 0.42 -0.17
C 4.24 -3.00 1.16 -0.37
C 4.76 -1.59 1.20 -0.07
C 4.09 -3.64 2.52 -0.03
O 0.66 -3.33 -0.39 -0.19
C 0.91 -4.27 -1.50 -0.38
C 2.23 -4.06 -2.23 -0.04
C 0.79 -5.67 -0.93 -0.03
O -1.74 -1.85 2.36 -0.16
C -2.30 -2.87 1.44 -0.39
C -2.95 -3.91 2.31 -0.02
C -3.26 -2.18 0.50 -0.02
H -0.27 -2.56 6.24 0.11
H 1.02 -2.36 5.06 0.09
H -0.58 -2.96 4.55 0.08
H 0.06 -0.17 5.61 0.15
H -2.62 -1.38 4.75 0.08
H -2.32 0.35 5.00 0.09
H -2.17 -0.77 6.35 0.11
H 0.55 -3.25 2.24 0.10
H 1.71 -1.99 2.67 0.08
H 4.89 -3.62 0.55 0.15
H 4.12 -0.95 1.82 0.04
H 4.81 -1.15 0.20 0.08
H 5.76 -1.59 1.63 0.11
H 3.60 -2.97 3.24 0.07
H 5.08 -3.85 2.91 0.11
H 3.54 -4.58 2.47 0.10
H 0.07 -4.08 -2.18 0.14
H 3.05 -4.56 -1.72 0.09
H 2.50 -3.00 -2.31 0.06
H 2.14 -4.48 -3.23 0.10
H 1.56 -5.83 -0.18 0.09
H 0.92 -6.40 -1.73 0.10
H -0.19 -5.83 -0.48 0.09
H -1.47 -3.30 0.89 0.12
H -3.73 -3.45 2.92 0.10
H -2.23 -4.40 2.96 0.09
H -3.42 -4.67 1.68 0.10
H -4.10 -1.76 1.05 0.11
H -3.64 -2.89 -0.23 0.10
H -2.76 -1.36 -0.03 0.05
O -1.89 5.54 -0.60 -0.07
C -2.88 5.41 -1.62 -0.21
N -4.15 4.96 -1.12 0.12
C -4.47 3.67 -0.82 -0.44
O -5.49 3.34 -0.26 0.14
C -3.49 2.58 -1.20 -0.09
C -3.90 1.57 -2.06 0.06
C -3.05 0.50 -2.28 0.00
C -1.83 0.47 -1.65 -0.13
N -1.42 1.46 -0.84 -0.07
C -2.25 2.50 -0.61 -0.04
H -2.10 6.31 -0.07 0.11
H -2.49 4.68 -2.32 0.13
H -3.04 6.35 -2.14 0.14
H -4.83 5.64 -0.82 0.17
H -4.88 1.62 -2.52 0.15
H -3.35 -0.32 -2.92 0.13
H -1.16 -0.37 -1.77 0.11
H -1.91 3.27 0.06 0.11
I 3.15 1.83 0.62 0.50
```

As for the multiplicity: 4. The net charge is +3. The orbital gap (alpha / beta) comes out at 7.36 / 6.60 eV. The expectation value of S² is 3.776. The value obtained for the HOMO energy (alpha / beta) is -15.987 / -16.023 eV. The LUMO energy (alpha / beta) comes out at -8.62 / -9.43 eV. As for the electronic energy: -91657.14311 eV. As for the largest force on an atom: 0.8 eV/A.



(2)
C4H9NO2 in the gas phase in a non-equilibrium geometry. Source: OMol25; level of theory: ωB97M-V/def2-TZVPD.

```
16
Properties=species:S:1:pos:R:3:lowdin_charge:R:1
C -1.85 -0.55 0.27 -0.05
C -0.94 0.65 0.09 -0.45
O -0.68 1.31 1.30 -0.02
C 0.34 0.34 -0.68 -0.08
C 1.26 -0.77 -0.19 -0.53
N 2.60 -0.46 -0.10 0.16
O 0.86 -1.88 0.09 0.05
H -2.74 -0.39 0.87 0.08
H -2.17 -0.92 -0.71 0.09
H -1.29 -1.37 0.73 0.07
H -1.43 1.32 -0.62 0.13
H -0.98 2.22 1.27 0.09
H 0.10 0.02 -1.71 0.14
H 0.94 1.23 -0.84 0.11
H 2.90 0.50 -0.06 0.09
H 3.08 -1.24 0.31 0.11
```

Its energy relative to the best compared isomer or geometry (same formula, charge and spin) is 0.789 eV. The structure (SMILES) is C[C@@H](O)CC(N)=O. The orbital gap comes out at 10.29 eV. The value obtained for the HOMO energy is -9.607 eV. The LUMO energy comes out at 0.68 eV. As for the electronic energy: -9879.27190 eV. As for the largest force on an atom: 1.4 eV/A.



(3)
C18H18N2O4 in the gas phase. Source: OMol25; level of theory: ωB97M-V/def2-TZVPD.

```
42
Properties=species:S:1:pos:R:3:lowdin_charge:R:1
C -0.53 -3.51 -1.03 -0.05
O 0.37 -2.49 -0.63 -0.06
C 0.20 -1.29 -1.24 -0.45
O -0.65 -1.13 -2.09 0.13
C 1.08 -0.23 -0.74 -0.05
C 2.34 -0.37 -0.27 -0.18
C 3.08 -1.67 -0.25 0.00
N 3.04 0.71 0.21 -0.01
C 4.42 0.61 0.62 -0.03
C 2.41 1.94 0.49 -0.50
O 2.97 2.82 1.11 0.06
N 1.14 2.05 0.06 0.16
C 0.48 1.16 -0.88 -0.18
C -1.02 1.17 -0.63 -0.08
C -1.84 1.70 -1.61 -0.26
O -1.28 2.27 -2.72 0.06
C -3.24 1.67 -1.46 0.00
C -3.81 1.12 -0.35 -0.02
C -3.01 0.59 0.68 -0.16
C -3.58 0.03 1.83 -0.04
C -2.80 -0.48 2.83 -0.09
C -1.40 -0.43 2.72 -0.07
C -0.81 0.11 1.61 -0.01
C -1.59 0.63 0.55 -0.09
H -0.27 -4.39 -0.46 0.09
H -1.56 -3.21 -0.83 0.10
H -0.43 -3.70 -2.10 0.10
H 4.03 -1.57 -0.76 0.09
H 3.27 -1.99 0.77 0.10
H 2.50 -2.45 -0.74 0.08
H 4.56 -0.15 1.39 0.09
H 4.71 1.58 1.02 0.09
H 5.06 0.37 -0.24 0.09
H 0.70 2.94 0.23 0.17
H 0.63 1.52 -1.91 0.16
H -1.98 2.47 -3.35 0.11
H -3.86 2.07 -2.25 0.11
H -4.88 1.08 -0.25 0.11
H -4.66 0.01 1.91 0.11
H -3.25 -0.91 3.72 0.10
H -0.79 -0.82 3.52 0.10
H 0.26 0.16 1.55 0.11
```

Its energy relative to the best compared isomer or geometry (same formula, charge and spin) is 0.575 eV. The structure (SMILES) is COC(=O)C1=C(C)N(C)C(=O)N[C@@H]1c1c(O)ccc2ccccc12. The orbital gap comes out at 8.54 eV. The value obtained for the HOMO energy is -7.937 eV. The LUMO energy comes out at 0.61 eV. As for the electronic energy: -30129.41405 eV. As for the largest force on an atom: 0.8 eV/A.



(4)
2 unconnected molecules or ions with the total composition C2BrF2I in a non-equilibrium geometry. Source: OMol25; level of theory: ωB97M-V/def2-TZVPD.

```
6
Properties=species:S:1:pos:R:3:lowdin_charge:R:1
C 0.63 1.55 0.24 -0.56
C 0.35 -0.34 2.14 -0.63
F 1.26 2.67 0.22 -0.04
F 1.14 -1.33 1.68 -0.16
Br 0.98 0.65 -1.39 0.64
I -1.62 -0.69 1.68 0.75
```

Its energy relative to the best compared isomer or geometry (same formula, charge and spin) is 4.101 eV. The orbital gap comes out at 7.86 eV. The value obtained for the HOMO energy is -9.158 eV. The LUMO energy comes out at -1.30 eV. As for the electronic energy: -85645.97396 eV. As for the largest force on an atom: 2.1 eV/A.



(5)
2 unconnected molecules or ions with the total composition CHF2N. Source: OMol25; level of theory: ωB97M-V/def2-TZVPD.

```
5
Properties=species:S:1:pos:R:3:lowdin_charge:R:1
C -0.43 0.13 0.99 -0.15
N -0.10 0.06 -1.94 0.11
F 0.80 0.08 1.39 0.05
F -1.03 -0.89 1.52 0.07
H 0.76 0.62 -1.97 -0.09
```

Its energy relative to the best compared isomer or geometry (same formula, charge and spin) is 6.405 eV. The orbital gap (alpha / beta) comes out at 9.73 / 9.51 eV. The value obtained for the HOMO energy (alpha / beta) is -11.077 / -10.694 eV. The LUMO energy (alpha / beta) comes out at -1.34 / -1.18 eV. As for the electronic energy: -7971.56168 eV. As for the largest force on an atom: 0.6 eV/A.